1.
7
Properties=species:S:1:pos:R:3:forces:R:3 method="wB97M-V/def2-TZVPD" total_charge=0 gap_ha="0.2952 / 0.2951" fmax_ev_per_a=4.83 relative_energy_kcal_mol=31.6
N 1.251 0.680 0.725 -3.99 -1.73 0.01
O -0.733 -1.485 1.356 0.32 0.60 0.87
O -0.196 0.023 3.333 -1.01 0.91 1.42
S 0.125 -0.670 2.165 2.93 -0.04 -3.84
Cl 1.771 -0.422 -0.433 0.14 0.03 -0.24
Br 2.060 -1.814 2.646 -0.66 -0.02 0.01
H 1.993 0.778 1.337 2.26 0.25 1.76



2.
9
Properties=species:S:1:pos:R:3:forces:R:3 method="wB97M-V/def2-TZVPD" total_charge=0 gap_ha="0.3686 / 0.3686" smiles="[O-][N+](=C(F)F)C(F)(F)F" fmax_ev_per_a=6.06 relative_energy_kcal_mol=39.0
C 0.012 -0.123 1.328 -3.39 -1.44 2.25
C 0.247 0.257 -1.060 0.95 -1.80 -0.46
N -0.587 -0.217 0.132 3.41 1.26 0.52
O -1.669 -0.588 -0.295 -2.35 -0.95 0.98
F -0.862 -0.537 2.595 3.52 1.47 -4.70
F 1.293 0.148 1.556 -2.22 -0.61 0.24
F 1.182 1.021 -0.633 1.52 1.87 0.34
F 0.833 -0.805 -1.642 -0.46 -0.20 0.52
F -0.448 0.843 -1.982 -0.98 0.40 0.31



3.
20
Properties=species:S:1:pos:R:3:forces:R:3 method="wB97M-V/def2-TZVPD" total_charge=0 gap_ha="0.2586 / 0.2461" fmax_ev_per_a=2.98 relative_energy_kcal_mol=125.5
C 1.580 -0.329 -2.805 -0.98 1.33 1.81
C 1.770 0.648 -3.735 0.97 1.31 -1.37
C 0.695 0.287 -1.889 -0.36 -2.09 -0.85
C 0.104 -0.378 -0.816 1.31 -1.54 0.57
C -0.612 -0.761 2.228 -1.35 0.20 -1.53
C -1.141 0.204 1.195 -0.97 0.32 2.31
N 1.016 1.708 -3.526 0.26 1.17 -1.22
N 0.319 1.447 -2.434 1.51 -1.82 -0.42
N -1.771 1.402 1.637 0.96 0.94 -1.86
O 0.758 -1.562 -0.364 -0.50 0.94 -0.49
O -0.695 0.324 -0.038 0.27 0.06 -0.25
H 2.054 -1.230 -2.611 0.96 -1.38 -0.27
H 2.541 0.774 -4.481 -0.23 -0.49 -0.31
H -1.073 -0.549 3.206 0.58 -0.24 -0.49
H -0.868 -1.719 1.821 -0.77 -1.06 0.41
H 0.436 -0.888 2.159 1.48 0.68 0.70
H -0.226 2.112 -2.029 -1.76 2.13 1.12
H -2.719 1.417 2.016 0.43 -0.46 -0.43
H -1.650 2.073 0.833 -0.68 -0.60 1.52
H 1.411 -1.841 -1.060 -1.13 0.59 1.05



4.
85
Properties=species:S:1:pos:R:3:forces:R:3 method="wB97M-V/def2-TZVPD" multiplicity=3 s_squared=2.00 total_charge=0 gap_ha="0.2980 / 0.2980" fmax_ev_per_a=9.39
Ni 1.901 0.349 -0.330 0.51 0.31 -0.82
B 3.561 0.959 1.039 0.33 -0.33 0.32
H 2.979 1.686 0.493 -1.80 3.19 -1.89
H 4.277 1.501 1.637 2.50 1.99 2.22
H 2.839 0.431 1.643 -2.20 -2.36 2.58
H 4.036 0.334 0.299 2.23 -2.60 -2.41
B 0.125 0.311 0.992 -0.31 0.60 0.34
H 0.520 1.288 1.223 1.74 3.37 0.76
H 0.823 -0.483 1.204 2.31 -2.99 0.98
H -0.763 0.273 1.604 -3.26 -0.82 2.01
H -0.142 0.325 -0.054 -1.33 0.21 -3.79
C 1.142 -0.507 -4.666 0.82 0.09 0.90
C 1.894 -0.447 -3.266 -0.56 -0.42 -0.10
C 2.930 0.678 -3.249 -1.81 -1.45 -0.77
O 3.415 0.910 -1.937 -0.32 0.07 -2.61
C 4.312 1.977 -2.055 1.86 0.71 1.57
N 0.948 -0.260 -2.136 0.44 0.81 -1.43
H 0.693 0.447 -4.944 -0.18 0.17 0.43
H 0.360 -1.267 -4.651 0.07 -0.01 0.07
H 1.817 -0.717 -5.495 0.22 -0.30 0.13
H 2.329 -1.415 -3.018 0.50 -0.03 -0.51
H 2.416 1.525 -3.702 0.02 0.71 0.49
H 3.634 0.373 -4.022 1.00 0.14 0.46
H 5.090 1.796 -2.796 0.18 -0.59 0.04
H 4.744 2.065 -1.058 0.31 0.02 -0.10
H 4.000 2.991 -2.306 -1.33 -0.18 -0.09
H 0.391 -1.102 -2.126 -0.27 -0.38 0.62
H 0.362 0.466 -2.524 -0.81 0.57 0.66
C -2.054 -0.764 4.155 -1.52 -0.02 0.92
C -1.572 -2.226 3.997 -0.33 2.03 0.91
C -2.645 -3.185 3.347 1.17 0.53 1.84
O -3.810 -3.145 4.158 -0.40 0.52 -0.19
C -4.842 -4.121 3.937 1.27 1.06 -0.17
N -0.352 -2.125 3.267 0.95 -1.77 -1.89
H -2.948 -0.645 4.767 -0.74 -0.44 -0.38
H -2.212 -0.291 3.186 0.00 0.00 0.00
H -1.440 -0.107 4.772 1.04 -0.33 -0.45
H -1.256 -2.556 4.986 -0.63 -0.52 0.17
H -2.213 -4.181 3.444 0.07 -0.26 -0.68
H -2.788 -2.849 2.320 -0.30 -0.24 -0.28
H -4.392 -5.101 4.099 -0.47 -0.30 0.10
H -5.248 -4.038 2.929 0.03 -0.14 -0.25
H -5.637 -3.842 4.628 0.15 -0.43 0.13
H 0.363 -1.504 3.619 -0.36 0.04 0.41
H -0.514 -1.831 2.314 0.04 0.09 -0.05
C -1.598 -2.479 -1.021 -0.63 -0.60 0.51
O -0.503 -2.776 -1.419 2.49 -0.40 -1.19
N -2.680 -3.159 -1.312 -1.84 -2.53 -1.95
N -1.894 -1.528 -0.200 0.02 2.92 2.09
H -2.464 -3.898 -1.966 -0.97 -0.26 0.27
H -3.534 -3.030 -0.789 0.19 -0.56 -0.57
H -2.860 -1.376 0.053 0.56 0.34 0.18
H -1.127 -0.947 0.109 -0.26 0.45 0.51
C 3.035 -2.741 -0.531 -1.93 1.64 0.70
O 2.499 -1.635 -0.363 -0.57 -1.24 -0.21
N 2.461 -3.916 -0.695 -2.63 -1.60 -0.35
N 4.311 -2.866 -0.503 4.10 0.82 -0.04
H 1.475 -3.978 -0.485 -0.01 -0.17 -0.32
H 3.043 -4.742 -0.680 -0.57 0.17 0.16
H 4.735 -3.743 -0.770 0.52 0.75 0.26
H 4.745 -1.975 -0.307 0.92 -0.37 -0.17
C -2.414 2.254 -2.308 4.97 -3.43 0.94
O -1.385 1.983 -2.967 -0.26 -1.00 0.30
N -3.106 3.220 -2.622 -5.56 7.00 -2.89
N -2.733 1.717 -1.143 0.53 -2.58 1.58
H -2.932 3.724 -3.480 0.01 -0.21 0.21
H -3.903 3.510 -2.073 0.17 0.03 -0.23
H -2.087 0.989 -0.873 -0.16 -0.12 0.39
H -3.530 1.911 -0.554 0.26 0.12 -0.54
C 1.388 3.531 -1.414 1.10 -3.10 1.47
O 1.379 2.422 -0.870 -0.90 0.38 0.33
N 0.723 3.778 -2.478 -2.26 0.37 -3.30
N 2.153 4.506 -1.054 2.95 3.07 2.35
H 0.857 4.675 -2.922 -0.88 -0.39 -0.07
H -0.083 3.168 -2.509 -0.55 -0.01 -1.41
H 2.253 5.330 -1.630 -0.11 -0.10 0.56
H 2.500 4.506 -0.106 0.36 -0.01 -0.32
C -2.218 3.097 2.790 0.22 0.91 2.72
O -2.698 3.862 3.581 -2.54 2.29 0.88
N -1.075 2.595 3.028 5.78 -1.77 1.51
N -2.700 2.572 1.722 -3.77 -0.93 -4.38
H -0.693 1.882 2.424 0.57 0.12 0.48
H -0.592 2.915 3.855 0.04 -0.23 -0.36
H -2.128 1.948 1.171 -0.46 0.13 0.04
H -3.690 2.718 1.581 0.27 -0.21 -0.37



5.
88
Properties=species:S:1:pos:R:3:forces:R:3 method="wB97M-V/def2-TZVPD" total_charge=+2 gap_ha=0.2610 fmax_ev_per_a=1.36
La 1.090 0.131 -0.678 -0.94 -0.72 -0.67
Cl -0.017 -0.037 -3.057 0.21 -0.01 0.59
P -0.001 2.867 -0.708 -0.21 1.15 0.04
P 0.024 -2.760 -0.569 0.12 -0.76 -0.57
C 0.127 3.766 0.900 0.16 -0.01 -0.26
C -1.515 3.502 -1.518 -0.19 -0.39 -0.17
C 1.459 3.401 -1.694 -0.04 -0.17 0.22
C 1.628 -3.561 -1.017 -0.05 -0.08 -0.06
C -0.494 -3.589 0.975 0.05 -0.13 0.25
C -1.200 -3.242 -1.845 -0.36 0.20 -0.36
C 1.275 4.487 1.259 -0.34 -0.18 0.28
C 1.402 4.959 2.571 0.14 0.07 -0.45
C 0.391 4.744 3.498 0.00 0.07 0.16
C -0.769 4.072 3.126 -0.25 0.02 -0.31
C -0.914 3.600 1.825 0.09 -0.17 -0.02
H 2.039 4.705 0.517 -0.03 -0.10 0.19
H 2.291 5.526 2.835 -0.19 -0.08 0.05
H 0.481 5.143 4.506 0.05 -0.11 -0.17
H -1.594 3.950 3.826 0.21 0.04 -0.07
H -1.835 3.102 1.516 0.27 0.09 0.16
C 2.719 2.825 -1.386 -0.35 0.50 -0.67
C 3.827 3.170 -2.175 0.07 -0.33 0.33
C 3.693 4.066 -3.236 -0.07 0.09 0.01
C 2.447 4.630 -3.530 0.03 -0.10 0.12
C 1.325 4.289 -2.771 0.22 -0.24 0.11
H 2.866 2.181 -0.493 0.03 0.48 -0.31
H 4.802 2.734 -1.941 -0.29 0.22 -0.12
H 4.574 4.341 -3.827 -0.41 -0.16 0.25
H 2.348 5.346 -4.349 0.05 -0.27 0.25
H 0.338 4.700 -3.005 0.41 -0.11 0.07
C -2.037 4.770 -1.229 -0.02 -0.11 -0.03
C -3.236 5.174 -1.825 0.28 0.01 0.13
C -3.920 4.325 -2.695 0.27 -0.10 0.08
C -3.395 3.066 -2.992 0.15 0.05 0.06
C -2.197 2.652 -2.414 0.13 0.23 0.27
H -1.510 5.430 -0.533 -0.25 -0.17 -0.25
H -3.624 6.165 -1.601 0.02 -0.21 -0.06
H -4.856 4.640 -3.151 0.19 -0.02 0.12
H -3.920 2.407 -3.679 0.11 0.11 0.13
H -1.769 1.677 -2.649 -0.29 0.30 0.04
C -1.752 -4.185 1.126 0.17 0.11 0.10
C -2.169 -4.627 2.387 0.09 -0.12 -0.03
C -1.331 -4.490 3.493 0.01 0.01 -0.21
C -0.058 -3.939 3.333 0.19 -0.11 0.07
C 0.373 -3.523 2.078 -0.39 0.17 0.00
H -2.395 -4.333 0.260 0.07 0.17 0.20
H -3.143 -5.109 2.496 0.31 0.17 -0.05
H -1.639 -4.849 4.474 -0.01 0.08 -0.23
H 0.613 -3.868 4.193 -0.16 -0.06 -0.29
H 1.393 -3.163 1.946 -0.13 0.08 0.07
C 2.546 -2.801 -1.777 0.07 -0.30 0.43
C 3.841 -3.287 -1.993 -0.06 0.10 -0.13
C 4.213 -4.549 -1.519 -0.16 0.08 0.02
C 3.285 -5.333 -0.826 -0.13 0.18 -0.14
C 2.000 -4.840 -0.570 0.26 0.21 -0.09
H 2.231 -1.862 -2.266 0.15 -0.43 0.13
H 4.560 -2.680 -2.549 -0.26 -0.26 0.12
H 5.221 -4.928 -1.713 -0.41 0.16 0.10
H 3.555 -6.336 -0.488 -0.07 0.35 -0.10
H 1.290 -5.456 -0.016 0.16 0.22 -0.10
C -0.993 -4.302 -2.741 -0.08 0.16 0.13
C -1.931 -4.566 -3.746 -0.02 0.01 -0.03
C -3.069 -3.765 -3.885 0.07 0.02 0.19
C -3.282 -2.703 -2.998 0.07 -0.07 0.15
C -2.361 -2.448 -1.979 0.34 -0.23 -0.16
H -0.092 -4.916 -2.658 -0.29 0.15 -0.07
H -1.767 -5.402 -4.433 -0.04 0.36 0.29
H -3.803 -3.964 -4.676 0.42 0.06 0.36
H -4.171 -2.073 -3.101 0.36 -0.25 0.06
H -2.516 -1.611 -1.296 -0.05 -0.17 -0.17
H 3.193 0.029 -3.594 -0.75 0.01 -0.11
H 2.429 0.022 -3.711 0.97 0.03 0.13
C 1.407 0.875 2.441 0.36 0.04 0.39
N 0.523 0.232 3.401 -0.53 -0.39 -0.49
C 0.768 -0.098 4.731 -0.31 0.05 -0.16
C -0.363 -0.656 5.226 0.40 0.45 -0.71
N -1.284 -0.657 4.201 0.05 0.00 -1.26
C -2.619 -1.215 4.364 -0.42 -0.10 0.14
C -0.733 -0.156 3.050 0.13 -0.21 0.77
Se -1.401 -0.004 1.277 -0.14 -0.18 0.69
H 0.781 1.409 1.699 0.21 -0.16 0.49
H 2.104 0.136 1.957 -0.37 0.41 0.53
H 1.985 1.635 2.971 0.18 -0.16 -0.20
H 1.700 0.112 5.198 0.41 0.09 0.21
H -0.617 -1.047 6.197 0.12 0.09 0.00
H -2.570 -2.300 4.527 0.10 0.33 -0.18
H -3.089 -0.757 5.247 0.12 -0.06 -0.41
H -3.204 -1.003 3.469 0.04 -0.04 0.15